No. 1
A cluster of 2 separate species, C6H15N2 in total. Source: the OMol25 dataset; level of theory: wB97M-V/def2-TZVPD.

The frontier orbital gap (spin up / spin down) comes out at 0.291 / 0.334 hartree.

Geometry as ORCA input:
```
! wB97M-V def2-TZVPD RIJCOSX def2/J DEFGRID3
* xyz 0 2
C -1.69461 0.24855 -1.57352
C -1.23893 -0.91742 -0.71339
C -0.03934 -0.68012 0.19096
C 1.14838 -1.22151 -0.22551
N 2.36405 -1.03403 0.47875
C -0.21695 0.11029 1.34389
C -1.58090 0.28211 1.95648
N 2.18309 1.94295 -0.81253
H -1.81037 1.14429 -0.95748
H -0.92299 0.46465 -2.31133
H -1.00629 -1.81077 -1.31301
H -2.05328 -1.37689 -0.13919
H 1.19661 -1.71508 -1.18311
H 2.85310 -1.90305 0.65962
H 2.09056 -0.72475 1.40616
H 0.57293 0.70232 1.78723
H 2.99973 2.43265 -1.13414
H -1.54502 0.80598 2.90810
H -2.04398 -0.69143 2.13697
H -2.26842 0.82222 1.29855
H -2.66406 0.04904 -2.02305
H 1.38521 2.03271 -1.39351
H 2.29149 1.03728 -0.38696
*
```

Here is what natural (NBO) gives for the atomic charges, in e: C -0.61; C -0.42; C -0.14; C 0.01; N -0.82; C -0.17; C -0.66; N -1.12; H 0.21; H 0.21; H 0.20; H 0.21; H 0.19; H 0.37; H 0.37; H 0.19; H 0.37; H 0.22; H 0.21; H 0.21; H 0.21; H 0.36; H 0.39



No. 2
A cluster of 2 separate species, C6H15N2 in total. Source: the OMol25 dataset; level of theory: wB97M-V/def2-TZVPD.

The frontier orbital gap comes out at 0.315 hartree.

Geometry as ORCA input:
```
! wB97M-V def2-TZVPD RIJCOSX def2/J DEFGRID3
* xyz 1 1
C -0.26514 0.65328 1.46423
C -0.78035 1.21486 0.35747
C 1.37612 -0.70007 0.57604
C -0.09345 2.34792 -0.31932
C -2.12064 0.88600 -0.26660
C -0.03897 -2.68093 0.20302
N 2.39906 -0.10444 0.05682
N 0.59695 -1.45693 -0.38342
H 0.49314 1.12320 2.10333
H -0.74060 -0.12055 2.11804
H 1.00316 2.30333 -0.11244
H -0.44431 3.46892 -0.07938
H -0.19235 2.35461 -1.42618
H -2.01158 0.64531 -1.30947
H -2.75550 1.77657 -0.25939
H -2.52452 -0.08839 0.20493
H -0.76746 -3.23412 -0.43376
H 0.63535 -3.45378 0.59815
H -0.70749 -2.42728 1.01418
H 2.99950 0.32124 0.68678
H 2.85479 -0.09680 -0.94263
H -0.06091 -0.80738 -0.70692
H 1.16603 -1.53828 -1.35687
*
```

Here is what natural (NBO) gives for the atomic charges, in e: C -0.41; C -0.05; C 0.30; C -0.67; C -0.65; C -0.44; N -0.75; N -0.60; H 0.23; H 0.22; H 0.21; H 0.26; H 0.22; H 0.21; H 0.26; H 0.22; H 0.25; H 0.26; H 0.25; H 0.42; H 0.39; H 0.46; H 0.41



No. 3
The ion C6H15N2 with charge +1. Source: the OMol25 dataset; level of theory: wB97M-V/def2-TZVPD.

As for the SMILES: CC[N+]1(N)CCCC1. The frontier orbital gap comes out at 0.455 hartree.

Geometry as ORCA input:
```
! wB97M-V def2-TZVPD RIJCOSX def2/J DEFGRID3
* xyz 1 1
C 2.53599 0.33445 -0.23302
C 1.34404 -0.34445 -0.83309
N 0.20186 -0.17436 0.25309
N 0.42468 -0.42715 1.64202
C -0.76828 -1.20458 -0.17720
C -2.10350 -0.44452 -0.44936
C -1.92287 1.00205 0.09163
C -0.36521 1.21678 0.16447
H 2.30697 1.45572 -0.11274
H 2.84790 -0.07707 0.69140
H 3.36759 0.09662 -0.88947
H 1.64830 -1.33712 -0.96307
H 1.04364 0.18895 -1.64932
H 0.01540 -1.29286 1.96801
H 1.39106 -0.28100 1.86231
H -1.05533 -1.87490 0.51573
H -0.63619 -1.77370 -1.14139
H -3.05558 -0.81149 -0.11588
H -2.36210 -0.29463 -1.58355
H -2.49619 1.78121 -0.50604
H -2.26978 1.01604 1.16335
H -0.12397 1.62906 -0.81935
H 0.03159 1.61694 1.12148
*
```

Here is what natural (NBO) gives for the atomic charges, in e: C -0.64; C -0.17; N -0.07; N -0.65; C -0.25; C -0.43; C -0.42; C -0.23; H 0.23; H 0.21; H 0.26; H 0.23; H 0.22; H 0.40; H 0.39; H 0.23; H 0.26; H 0.25; H 0.22; H 0.26; H 0.22; H 0.22; H 0.26



No. 4
A cluster of 2 separate species, C6H15N2 in total. Source: the OMol25 dataset; level of theory: wB97M-V/def2-TZVPD.

The frontier orbital gap comes out at 0.355 hartree.

Geometry as ORCA input:
```
! wB97M-V def2-TZVPD RIJCOSX def2/J DEFGRID3
* xyz 1 1
C 0.31287 -1.57405 0.24203
C 1.16351 -2.59358 0.10654
N 2.26971 -2.80948 0.90261
N -0.84997 -1.57665 -0.60377
H 0.44735 -0.67378 0.80653
H 1.01073 -3.33295 -0.67223
H 2.96337 -3.44284 0.52138
H 2.64552 -2.05775 1.45314
H -0.87916 -0.73280 -1.18569
H -1.74389 -1.64202 -0.09700
H -0.80291 -2.34578 -1.25862
C -1.69447 1.56389 -1.06393
C -1.04439 1.41869 0.30595
C 0.42616 1.74751 0.24002
C 0.92765 2.78956 0.94137
H -1.37730 0.91609 -1.92415
H -2.75543 1.28021 -1.04915
H -1.60867 2.59615 -1.46621
H -1.28662 0.44304 0.76299
H -1.48442 2.17608 0.98083
H 1.07517 1.21997 -0.47591
H 1.94496 3.15929 0.94189
H 0.34024 3.47119 1.59137
*
```

Here is what natural (NBO) gives for the atomic charges, in e: C -0.24; C 0.07; N -0.76; N -0.67; H 0.25; H 0.20; H 0.41; H 0.41; H 0.45; H 0.44; H 0.44; C -0.63; C -0.46; C -0.24; C -0.34; H 0.17; H 0.22; H 0.25; H 0.17; H 0.25; H 0.20; H 0.21; H 0.20



No. 5
The ion C6H15N2 with charge +1. Source: the OMol25 dataset; level of theory: wB97M-V/def2-TZVPD.

As for the SMILES: CNC[C@H]1CCC[NH2+]1. The frontier orbital gap comes out at 0.378 hartree.

Geometry as ORCA input:
```
! wB97M-V def2-TZVPD RIJCOSX def2/J DEFGRID3
* xyz 1 1
C -0.51558 2.85602 -1.83712
N -0.45304 1.83871 -0.74447
C -0.26727 0.47679 -1.23517
C -0.45931 -0.53822 -0.12277
C 0.29331 -1.85948 -0.25291
C 0.75045 -2.23952 1.14637
C 0.53675 -1.05902 2.07237
N 0.20413 0.09672 1.15714
H 0.48209 3.29346 -1.89681
H -0.83633 2.43541 -2.78471
H -1.12720 3.65980 -1.44146
H -1.32774 1.88262 -0.23092
H 0.77982 0.39440 -1.55496
H -0.87615 0.24405 -2.11312
H -1.48448 -0.76147 0.16885
H 1.10260 -1.74047 -0.91873
H -0.33480 -2.57517 -0.78300
H 0.22879 -3.11234 1.52578
H 1.76449 -2.62457 1.17952
H 1.45864 -0.79933 2.56514
H -0.25257 -1.05251 2.80415
H -0.51378 0.72459 1.50363
H 0.91589 0.68637 0.74615
*
```

Here is what natural (NBO) gives for the atomic charges, in e: C -0.42; N -0.65; C -0.25; C -0.02; C -0.43; C -0.44; C -0.22; N -0.51; H 0.21; H 0.20; H 0.22; H 0.35; H 0.20; H 0.22; H 0.22; H 0.23; H 0.25; H 0.25; H 0.25; H 0.24; H 0.23; H 0.44; H 0.45



No. 6
A cluster of 2 separate species, C6H15N2O in total. Source: the OMol25 dataset; level of theory: wB97M-V/def2-TZVPD.

The frontier orbital gap comes out at 0.368 hartree.

Geometry as ORCA input:
```
! wB97M-V def2-TZVPD RIJCOSX def2/J DEFGRID3
* xyz 1 1
C -0.09719 1.89970 1.81414
C 0.08685 0.45959 1.34927
C 1.36509 0.24599 0.54105
C 1.36402 -0.79639 -0.60457
C 2.11562 -0.63439 -1.67742
C 0.56235 -2.92768 -1.13302
N 0.33220 -1.81026 -0.55963
N -1.22753 0.00582 0.60173
H 0.27154 2.61097 1.09736
H -1.14431 2.08804 2.07791
H 0.44035 2.11550 2.72869
H 0.13379 -0.16678 2.25542
H 1.49133 1.20299 0.07596
H 2.20028 -0.15082 1.16115
H 1.91065 -1.18471 -2.59684
H 2.95647 0.08695 -1.75103
H -0.23818 -3.66233 -1.00757
H 1.36655 -3.29356 -1.82440
H -2.06108 0.47231 1.05360
H -1.07481 0.38856 -0.32245
H -1.33466 -0.99769 0.69974
H -3.24045 0.69161 -1.77654
H -3.38545 2.04772 -1.01513
O -2.79345 1.30886 -1.18743
*
```

Here is what natural (NBO) gives for the atomic charges, in e: C -0.63; C -0.02; C -0.48; C 0.11; C -0.39; C 0.01; N -0.52; N -0.69; H 0.23; H 0.22; H 0.26; H 0.22; H 0.23; H 0.27; H 0.21; H 0.23; H 0.18; H 0.19; H 0.44; H 0.46; H 0.47; H 0.49; H 0.50; O -0.98



No. 7
A structure of composition C6H15N2O2. Source: the OMol25 dataset; level of theory: wB97M-V/def2-TZVPD.

The frontier orbital gap comes out at 0.426 hartree.

Geometry as ORCA input:
```
! wB97M-V def2-TZVPD RIJCOSX def2/J DEFGRID3
* xyz 1 1
C 0.83877 -0.84609 0.36655
C -2.61237 -0.63061 -0.93301
C -1.98467 1.10636 1.01678
C 1.96909 1.40232 -0.37995
C -0.22545 -0.15778 -0.39025
C -1.64814 -0.16659 0.17276
N 2.20271 -1.34339 -0.79379
N 0.83050 0.66187 0.34524
O 0.66617 -1.48523 1.49522
O 3.16398 1.22462 0.32412
H -2.50168 -1.58339 -1.43449
H -2.71350 0.01966 -1.82920
H -3.60384 -0.74124 -0.60760
H -3.00268 1.25423 0.86680
H -1.40025 1.89713 0.67759
H -1.77050 0.84542 1.98176
H 1.83056 0.94767 -1.31663
H 1.66839 2.36715 -0.23144
H -0.18679 -0.10144 -1.49195
H -1.57823 -0.98391 1.02281
H 2.54975 -2.31266 -0.53943
H 1.59844 -1.51599 -1.53633
H 0.68329 1.01344 1.35454
H 1.52741 -1.54175 1.97691
H 3.69904 0.67022 -0.11702
*
```

Here is what natural (NBO) gives for the atomic charges, in e: C 0.59; C -0.64; C -0.59; C 0.14; C -0.06; C -0.23; N -0.86; N -0.45; O -0.65; O -0.67; H 0.24; H 0.22; H 0.24; H 0.24; H 0.20; H 0.21; H 0.20; H 0.19; H 0.26; H 0.23; H 0.39; H 0.35; H 0.46; H 0.52; H 0.49



No. 8
The ion C6H15N2O5 with charge +1. Source: the OMol25 dataset; level of theory: wB97M-V/def2-TZVPD.

As for the SMILES: N[C@@]1(O)O[C@@H](CO)[C@H](O)[C@@H](O)[C@@H]1[NH3+]. The frontier orbital gap comes out at 0.356 hartree.

Geometry as ORCA input:
```
! wB97M-V def2-TZVPD RIJCOSX def2/J DEFGRID3
* xyz 1 1
N 1.76295 -0.36340 -2.09016
C 1.12325 0.23525 -1.05718
O 1.49186 1.56163 -0.59852
O -0.41489 0.20212 -1.33523
C -1.34564 0.41731 -0.24730
C -2.74646 0.15262 -0.80602
O -3.73537 0.77463 0.02076
C -0.98195 -0.39623 0.93808
O -1.87476 -0.01359 1.90640
C 0.46067 -0.09253 1.36565
O 0.71889 -0.77644 2.57319
C 1.37939 -0.59512 0.23481
N 2.81831 -0.32295 0.62469
H 1.39279 -1.34097 -2.03070
H 1.45557 0.01033 -2.91655
H 1.15253 2.29149 -1.20073
H -1.37317 1.50990 0.01054
H -3.02368 -0.93820 -0.95570
H -2.74429 0.71418 -1.72574
H -4.49251 0.20885 0.06276
H -1.37046 -1.41282 0.75373
H -1.71568 0.90586 2.10279
H 0.58624 0.96828 1.54964
H -0.07092 -0.92031 3.11145
H 1.28878 -1.62425 -0.01109
H 3.09745 -0.64602 1.60437
H 2.86857 0.66371 0.72797
H 3.45071 -0.64655 -0.13453
*
```

Here is what natural (NBO) gives for the atomic charges, in e: N -0.83; C 0.66; O -0.77; O -0.58; C 0.06; C -0.07; O -0.72; C 0.03; O -0.68; C 0.06; O -0.74; C -0.09; N -0.69; H 0.39; H 0.40; H 0.52; H 0.18; H 0.18; H 0.19; H 0.48; H 0.22; H 0.47; H 0.20; H 0.51; H 0.23; H 0.47; H 0.45; H 0.46



No. 9
A cluster of 2 separate species, C6H15N2S in total. Source: the OMol25 dataset; level of theory: wB97M-V/def2-TZVPD.

The frontier orbital gap comes out at 0.321 hartree.

Geometry as ORCA input:
```
! wB97M-V def2-TZVPD RIJCOSX def2/J DEFGRID3
* xyz 1 1
C -2.02372 1.79334 -0.75338
C -2.84669 1.36143 0.20769
C 1.39409 -0.35072 -0.19083
C 2.49014 -0.48237 -1.09585
C 2.07077 1.83084 0.92410
C -1.81248 -2.85631 0.37905
N 1.21193 0.66183 0.67072
N 0.39788 -1.34042 -0.23471
S -1.23010 -1.14248 0.52586
H -1.29690 2.53689 -0.57027
H -2.32983 1.71179 -1.74521
H -3.87229 0.84170 0.02123
H -2.67121 1.63475 1.25345
H 3.09682 -1.27686 -0.81313
H 2.14989 -0.88836 -2.12079
H 3.09663 0.41867 -1.12325
H 2.67804 1.73410 1.75257
H 2.78809 2.07430 0.07486
H 1.43312 2.62667 1.09376
H -1.62016 -3.07428 1.44473
H -2.83184 -2.96262 0.03815
H -1.10051 -3.46187 -0.19321
H 0.41761 0.63660 1.33836
H 0.41072 -2.02664 -0.88392
*
```

Here is what natural (NBO) gives for the atomic charges, in e: C -0.42; C -0.37; C 0.56; C -0.71; C -0.41; C -0.75; N -0.52; N -0.66; S 0.41; H 0.19; H 0.20; H 0.22; H 0.19; H 0.28; H 0.28; H 0.26; H 0.22; H 0.22; H 0.23; H 0.25; H 0.26; H 0.24; H 0.44; H 0.40



No. 10
A structure of composition C6H15N3. Source: the OMol25 dataset; level of theory: wB97M-V/def2-TZVPD.

The frontier orbital gap comes out at 0.295 hartree.

Geometry as ORCA input:
```
! wB97M-V def2-TZVPD RIJCOSX def2/J DEFGRID3
* xyz 0 1
C 0.29150 0.62289 0.86718
C -0.46281 -2.09501 0.19018
C -2.19109 -0.40083 0.35310
C 2.81586 -0.03503 -0.14655
C -0.41287 0.99586 -1.67304
N -0.78392 -0.71029 0.43609
C 0.47436 0.41203 -0.59816
N -0.09922 1.85439 1.31440
N 1.68921 0.14682 -1.03105
H 1.00375 0.12051 1.51882
H -0.22070 1.95710 2.31322
H -0.76746 2.35936 0.74828
H -0.90431 -2.73498 0.95952
H 0.61868 -2.21949 0.14630
H -0.85880 -2.43206 -0.78034
H -2.75050 -1.01094 1.07005
H -2.60749 -0.58085 -0.64933
H -2.37157 0.64270 0.61612
H 2.71319 -0.92330 0.49704
H 3.71058 -0.15728 -0.76029
H 2.99778 0.81568 0.52641
H -0.72347 0.18098 -2.32522
H 0.15757 1.70233 -2.27449
H -1.31827 1.48942 -1.31826
*
```

Here is what natural (NBO) gives for the atomic charges, in e: C 0.13; C -0.41; C -0.41; C -0.44; C -0.65; N -0.50; C 0.30; N -0.79; N -0.56; H 0.21; H 0.39; H 0.39; H 0.18; H 0.21; H 0.19; H 0.18; H 0.18; H 0.19; H 0.17; H 0.20; H 0.17; H 0.23; H 0.24; H 0.19



Computed relative energy (zero: lowest compared OMol25 entry of this formula, charge and spin), in the same sequence as the records: 0.0, 119.5, 83.3, 60.0, 28.8, 30.3, 128.6, 0.0, 60.4, 80.2 kcal per mole.